A gas-phase ion, H3N4O2 (charge -1) at a distorted geometry, computed with the ωB97M-V functional and the def2-TZVPD basis.

```
9
H3N4O2 | the OMol25 dataset | the ωB97M-V functional and the def2-TZVPD basis
N -1.616 0.636 -0.178
N 0.569 1.054 -0.144
N 1.831 0.524 0.184
N -0.428 0.197 -0.072
O -0.191 -1.040 0.097
O -2.462 -0.396 0.187
H 1.536 -0.487 0.291
H 2.580 0.748 -0.538
H -1.820 -1.236 0.173
```

Summary:
LUMO (alpha / beta)   0.1795 / 0.1740 Eh
Spin multiplicity   3
Total charge   -1
E   -371.0552 Ha
Frontier orbital gap (alpha / beta)   4.4 / 8.3 eV